Molecular formula: C6H9N
Method: DFT, ωB97M-V/def2-TZVPD

Results
ΔE to the lowest compared entry with this formula, charge and spin, eV: 4.1624
E_HOMO (alpha / beta), eV: -6.00 / -6.03
M, g/mol: 95.14
E, Eh: -288.6291
HOMO-LUMO gap (alpha / beta), eV: 6.098 / 6.159
Lowest unoccupied orbital energy (alpha / beta), Eh: 0.004 / 0.005

The geometry in XYZ format:
```
16
Properties=species:S:1:pos:R:3:forces:R:3:mulliken_charge:R:1
H -1.8743 2.1669 0.3848 0.4 -0.4 -0.1 0.3653
H -1.1490 0.5156 -1.8911 0.0 -0.2 0.0 0.2630
H -0.4308 2.5387 1.3069 0.1 -0.1 -0.2 0.2962
H 1.5842 -2.9078 -0.4433 -0.1 -0.2 0.1 0.2625
H -0.5139 -1.8769 -1.7720 -0.2 0.0 0.2 0.3924
N -0.7618 0.0660 -1.0742 0.0 -0.3 -0.2 -0.1025
C -0.1290 0.8240 0.0382 0.9 0.4 -0.5 0.7045
H 2.1074 -2.0529 1.1333 0.0 -0.2 -0.1 0.2769
H -0.4715 2.8857 -0.4350 -0.1 0.2 0.1 0.3557
H 0.4108 0.0129 2.0391 0.1 0.0 -0.3 0.2468
C 0.3110 -1.3460 0.2980 0.2 0.0 0.0 0.7369
C -0.7741 2.1737 0.3332 0.3 0.0 -0.2 -1.2803
C 1.3914 -2.1728 0.3269 0.0 -0.2 0.1 -1.0226
C -0.4252 -1.1760 -0.9461 0.2 0.2 -0.3 -0.4780
H 0.9723 0.8654 -0.5566 -1.8 0.9 1.4 0.1097
C -0.0484 -0.2071 1.0794 0.1 -0.1 0.0 -1.1266
```
Forces are in eV/Å.



Molecular formula: C22H19N3O4
Method: DFT, ωB97M-V/def2-TZVPD

Results
ΔE to the lowest compared entry with this formula, charge and spin, eV: 3.8771
E_HOMO, eV: -7.19
M, g/mol: 389.41
E, Eh: -1314.9059
Structure (SMILES): C=c1[nH]n(-c2ccccc2)c(=O)/c1=C1\C=C(C)N(c2ccc(OC)cc2)C(=O)O1
HOMO-LUMO gap, eV: 7.058
Lowest unoccupied orbital energy, Eh: -0.005

The geometry in XYZ format:
```
48
Properties=species:S:1:pos:R:3:forces:R:3:mulliken_charge:R:1
C 1.1130 0.2326 -5.8882 -0.2 -0.3 0.2 -0.5618
H -4.8914 -0.5198 1.5785 -0.7 -0.1 0.4 0.3314
C -0.8471 -1.6088 7.8685 -1.0 0.3 -0.6 -0.3720
H 3.1038 -0.8394 -0.6904 -0.5 0.3 -0.1 0.4056
C -1.3800 -0.5494 1.4967 -1.7 -0.1 -0.6 0.2577
O -1.9260 0.4442 -2.9848 0.0 -0.5 2.3 -0.6048
H 2.9787 0.7694 -1.4606 0.1 -0.3 -0.3 0.2976
H -0.0116 -1.1442 -4.6329 -0.2 -0.6 -0.2 0.4960
H 2.2364 3.2746 -4.7473 0.2 0.2 -0.3 0.3304
N -1.5953 -1.0177 3.7893 -0.8 1.1 -2.4 0.2781
C -2.3949 -1.6055 5.9945 0.1 -0.2 0.3 -0.3927
H -3.3942 -1.7924 5.6596 -0.3 -0.2 -0.5 0.3642
C -3.9407 -0.4106 1.1217 1.3 0.4 -0.8 -1.3392
H -2.9079 -2.2917 7.9861 0.4 0.5 -0.5 0.3086
O -1.7056 -0.2234 -0.8145 0.4 0.3 -0.4 -0.4035
H 1.0582 -0.3549 -6.8119 0.1 0.2 0.4 0.3846
C -0.1441 -0.7957 5.7288 0.7 0.2 -0.3 -0.0400
H 4.1554 2.5921 -6.1938 0.0 0.0 0.0 0.3589
C -2.1388 -1.8364 7.3383 1.1 -0.3 0.7 -0.6814
C -0.6733 -0.7761 2.7639 0.9 -0.2 0.0 0.1770
N 0.1558 0.1223 -2.2709 0.7 -0.7 1.6 0.4782
O 2.4783 1.7007 -7.0650 0.5 0.5 0.0 -0.4370
O 0.5352 -0.7927 2.8937 0.3 0.0 0.5 -0.7329
C 1.7689 2.3102 -4.7859 -0.1 -1.1 -0.2 -0.5188
C -2.8188 -0.6061 1.8536 -0.4 0.3 -1.6 0.6493
H 0.6346 -0.3024 5.1530 -0.4 -0.3 -0.2 0.3419
H 2.7848 -0.7626 -2.4282 0.2 0.5 0.2 0.3531
N -2.9035 -0.9929 3.1684 0.2 -0.9 1.6 -0.4931
C 2.5926 -0.2565 -1.4685 -0.7 -0.2 -0.9 -1.5211
H -3.7348 -0.7313 3.6931 0.8 0.2 0.2 0.2851
H 1.2311 2.4745 -2.6957 -0.2 -0.2 -0.4 0.4583
H 2.9107 3.7429 -6.8489 0.6 -0.8 0.0 0.2906
C -1.3821 -1.1603 5.1458 0.5 0.4 1.2 0.7691
H -0.6868 -1.7878 8.9158 0.2 -0.2 0.2 0.3732
H 3.9476 2.8156 -7.9740 -0.2 -0.3 0.5 0.2427
C 0.6341 0.5562 -3.5377 0.1 1.4 -1.2 -0.8796
C 1.8109 1.4469 -5.9164 -0.5 0.3 1.0 0.8317
C -0.8496 -0.4110 0.2349 1.8 -0.4 1.8 0.3882
C 0.6147 -0.4844 -0.0180 -1.8 0.4 -1.1 -1.0539
C 1.0884 -0.2163 -1.2602 -0.4 -0.3 1.5 1.1621
C 1.1630 1.8680 -3.6059 0.3 -1.4 -0.3 -0.2158
C 0.5285 -0.2289 -4.7088 0.7 1.6 0.8 -0.4155
H 1.1048 -0.8538 7.5329 0.1 0.3 -0.4 0.3577
C 0.1465 -1.0308 7.0671 -1.5 -0.9 0.3 -0.7897
H 1.2626 -0.7491 0.7894 0.0 0.0 0.3 0.5831
C 3.4394 2.7601 -6.9978 -0.8 0.9 -0.5 -0.7971
C -1.2223 0.1435 -2.0312 0.1 0.4 -3.0 0.4158
H -3.9295 -0.1206 0.0642 0.2 -0.2 0.7 0.2800
```
Forces are in eV/Å.



Molecular formula: C2H4N4
Method: DFT, ωB97M-V/def2-TZVPD

Results
ΔE to the lowest compared entry with this formula, charge and spin, eV: 3.1133
E_HOMO, eV: -9.23
M, g/mol: 84.08
E, Eh: -297.5299
Structure (SMILES): [H]/N=C/N1N=C1N
HOMO-LUMO gap, eV: 9.966
Lowest unoccupied orbital energy, Eh: 0.027

The geometry in XYZ format:
```
10
Properties=species:S:1:pos:R:3:forces:R:3:mulliken_charge:R:1
H -2.1527 1.0174 -0.4636 0.1 -0.1 0.1 0.3463
H 1.8775 0.9969 0.6367 0.0 -0.1 0.0 0.2484
C 0.8750 -0.2765 -0.5681 -0.1 -0.3 -0.2 0.7200
N 0.3383 -1.1895 -1.2316 0.4 0.2 0.3 -0.4435
H 2.5868 -0.5675 0.4733 -0.1 0.0 0.0 0.2330
N 1.9401 0.1262 0.1336 -0.1 0.0 0.0 -0.4130
N -1.4512 -0.4366 0.8773 -0.1 0.3 -0.3 -0.5350
C -1.3840 0.3045 -0.1458 -0.1 -0.1 0.2 -0.0151
N -0.2870 0.3187 -1.0632 -0.1 0.2 0.0 -0.3934
H -2.3428 -0.2936 1.3514 0.1 0.0 0.0 0.2522
```
Forces are in eV/Å.



Molecular formula: C32H64O8
Method: DFT, ωB97M-V/def2-TZVPD

Results
ΔE to the lowest compared entry with this formula, charge and spin, eV: 1.5271
E_HOMO, eV: -9.19
M, g/mol: 576.86
E, Eh: -1859.3921
Structure (SMILES): C1CCOC1.C1CCOC1.C1CCOC1.C1CCOC1.C1CCOC1.C1CCOC1.C1CCOC1.C1CCOC1
HOMO-LUMO gap, eV: 9.778
Lowest unoccupied orbital energy, Eh: 0.022

The geometry in XYZ format:
```
104
Properties=species:S:1:pos:R:3:forces:R:3:mulliken_charge:R:1
H -5.7049 -0.8133 -2.3821 0.0 0.0 -0.1 0.4056
H 2.1179 3.8857 -1.2306 0.7 0.0 0.1 -0.1243
H 4.5722 -6.0177 0.6823 0.0 0.0 0.1 0.3129
C -3.9355 -0.5150 0.4251 -1.1 0.7 -0.5 0.1809
H -6.6929 -2.1183 -0.2311 0.4 -0.3 -0.2 0.3309
H -4.0822 0.3059 1.1271 0.6 0.0 0.3 0.0973
H 3.0613 -0.7839 -4.5129 -0.2 -0.2 0.1 0.4754
C 0.5193 -1.4629 3.6515 -0.5 -0.6 -0.3 0.5704
C -2.3311 -3.3233 -3.6628 -0.3 -1.4 1.3 -0.7372
H 1.4246 5.4087 -1.5673 -0.4 0.3 0.2 0.3508
C 2.9074 1.3700 -4.1843 0.3 -0.6 0.8 -0.7230
H -1.7443 5.1262 1.5626 0.2 0.1 0.0 0.0493
H -0.5598 -1.5522 3.5258 -0.3 0.4 0.0 0.1914
O -1.0894 -3.8362 -4.1386 0.3 0.8 -0.5 -0.4722
C 1.5099 1.1204 0.2279 2.0 -0.3 1.1 -0.5784
H -0.0842 0.4224 -1.8791 0.4 0.3 -0.3 -0.2419
H -3.4806 5.0406 1.8295 -0.2 -0.2 -0.3 0.2985
H -3.4899 2.6482 1.4928 -0.2 0.1 -0.1 0.3900
H -6.6227 -0.4166 -0.0201 0.0 0.5 -0.3 0.2768
H 3.2366 -3.1474 1.0900 0.3 0.0 0.2 0.1743
H 3.5615 6.2936 -0.7323 0.0 -0.2 -0.1 0.3723
C 2.4508 -3.8547 0.8250 -0.5 1.2 -1.1 0.4461
C -4.2401 0.0200 -1.0075 1.0 -0.4 0.1 -0.4463
C 1.8771 4.8373 -0.7568 -0.4 -0.6 -0.1 -0.0034
H 1.2486 2.3532 -3.1123 0.6 0.0 0.4 -0.4228
H 3.2089 -6.8383 -0.0525 -0.1 -0.1 0.3 0.2935
C -1.7301 2.3283 2.6310 0.2 0.1 -0.4 0.7991
H 2.2828 -1.1835 6.0762 0.1 -0.1 0.1 0.2964
C 3.5630 -4.9202 -0.8749 -0.3 1.1 0.2 -0.4712
H 0.4893 -2.9623 -3.0344 0.1 0.1 -0.2 -0.0839
H -1.3334 -5.0583 -1.7156 0.3 -0.2 -0.1 0.5046
O -2.3524 4.4236 3.3635 0.8 1.7 2.5 -0.4447
C -0.1286 -3.8588 -3.0868 -0.5 -1.1 0.9 0.0427
C -6.0017 -1.2764 -0.2713 0.0 -0.5 0.1 -0.5292
H -1.9467 1.2610 2.6745 -0.1 0.0 0.0 0.3854
C 0.1986 -0.8134 -0.1593 -0.7 -0.7 -0.7 1.7614
H -3.0450 -3.4395 -1.5836 0.0 0.4 0.0 0.6040
H 2.2698 1.6416 -0.3543 -0.1 0.3 -0.6 0.0527
H -2.0189 2.9591 0.5689 -0.1 -0.1 -0.1 0.0274
C 3.5667 -5.8671 0.2892 0.3 -0.9 0.4 -0.5520
H -0.4453 1.2970 -4.3427 0.1 0.0 0.2 0.2799
H 1.6992 1.4672 1.2437 0.1 -0.3 0.3 0.5101
C 2.9828 5.6568 -0.0632 0.6 -1.0 -0.9 -0.7945
C 1.6425 -0.3901 0.0345 0.5 -0.6 0.2 -0.2889
H -0.0628 4.1644 0.1436 -0.4 1.1 0.0 -0.0314
H -1.8347 -2.1365 -2.0258 -0.4 0.3 0.6 -0.5476
H 0.6436 -1.4052 6.8061 0.2 0.0 0.0 0.3206
H -4.6131 -2.0228 -1.7189 0.1 0.2 0.2 -0.1334
H -2.9679 -1.0104 0.5052 -0.1 0.0 0.2 0.0291
H 2.0297 7.4528 0.6405 0.2 0.2 0.3 0.3263
C 2.6024 -5.2175 1.3304 0.7 -2.1 0.3 -0.5501
H 1.6993 3.1019 -4.6299 -0.2 0.0 -0.1 0.4641
C -0.9711 -4.0354 -1.8176 -0.2 0.0 -0.1 -0.9085
H 0.5601 0.6744 3.1241 -0.2 -0.2 -0.1 -0.6547
H 3.4448 -5.4027 -1.8451 -0.2 0.2 0.0 0.2454
H 2.4393 -0.2603 -2.8956 0.0 -0.4 0.0 -0.6360
H -3.3864 0.1907 -1.6634 0.3 -0.3 0.2 0.1843
C -2.2322 3.1157 3.8007 -0.3 -0.9 1.2 -0.8343
C -2.5363 4.5283 2.0135 0.0 -0.8 -1.3 -0.2452
C 0.5691 1.1721 -4.7215 1.2 0.3 -0.4 -0.6095
H -1.6225 3.0235 4.6995 0.4 0.5 -0.1 0.2778
C 1.0349 -0.0686 3.7648 -0.3 0.6 0.1 0.6258
H -1.4549 0.4749 -0.8226 0.1 0.2 0.4 -0.8458
C 0.9058 4.5809 0.4199 2.2 -0.4 -0.8 0.4067
O 1.0501 -0.1531 -4.4377 0.8 0.5 0.3 -0.4355
O 1.0080 5.7922 1.0939 -2.1 1.2 2.0 -0.4817
H -0.4970 -3.7426 -0.8808 0.2 -0.1 -0.1 0.2192
H 3.6522 4.9691 0.4535 0.3 -0.1 -0.2 0.2782
H -4.7086 1.0034 -0.9675 -0.5 -0.2 0.1 0.3143
H 0.5567 1.3504 -5.7968 -0.2 -0.3 -0.3 0.3465
H 4.4159 -4.2425 -0.9119 0.5 -0.3 0.0 0.2805
C -2.4834 3.0628 1.5494 -0.5 -0.1 -1.5 -0.3074
O 0.2182 1.4415 -0.0514 -2.2 1.5 -1.1 -0.3199
H -0.6611 2.4631 2.4666 0.1 0.0 0.2 -0.5380
H 2.2467 -0.6101 -0.8455 -0.2 0.0 -0.2 -0.0127
H -0.3536 -0.9746 0.7665 0.2 -0.1 0.2 0.0088
H -3.2185 2.7971 4.1379 -0.3 -0.5 -0.2 0.3355
C 2.2605 6.4467 0.9905 -0.5 -0.2 -1.2 -0.5425
C 2.4426 -0.0702 -3.9689 -0.9 0.4 -0.3 0.5648
O 0.8343 -2.1082 4.8887 0.5 -0.9 -0.2 -0.4965
O 2.4502 -4.0825 -0.5762 -0.6 0.8 -1.3 -0.2318
H -3.0446 -4.1379 -3.7872 -0.4 0.2 -0.6 0.3485
H 0.0066 -1.6422 -0.8406 0.5 -0.4 0.3 -1.5294
H 1.3003 1.0172 5.6603 0.0 0.1 -0.1 0.4529
O -4.9996 -1.4496 0.7000 0.7 -0.3 1.0 -0.5070
C -2.1576 -3.1694 -2.1560 0.3 0.7 0.1 0.5556
H 1.6260 -5.6885 1.2161 0.1 -0.2 0.4 0.3006
H 0.9403 -1.9359 2.7643 0.4 -0.6 0.3 -0.6042
H 2.0921 -0.0609 3.4994 0.2 0.1 0.3 0.3771
C 1.6244 2.1447 -4.1140 -1.6 0.1 -0.4 0.2509
H 1.4838 -3.3863 1.0085 0.0 0.0 0.3 -0.4971
C 1.2068 -1.1716 5.9026 -1.1 1.2 -1.6 -0.4954
H 1.2918 3.8002 1.0753 0.4 -0.4 0.0 -0.0221
H 2.1736 -0.8929 0.8428 -0.2 0.1 0.2 0.1532
C -5.1377 -1.0940 -1.4946 -1.5 0.6 -1.1 -0.2367
H -0.2977 0.3468 5.4380 -0.1 -0.1 -0.3 0.2136
H 2.8917 6.4581 1.8791 -0.6 0.1 0.5 0.2891
H 0.4606 -4.7709 -3.1817 0.4 0.3 -0.5 0.3437
H 3.0306 -5.3827 2.3190 -0.4 0.3 0.2 0.3228
C -0.3672 0.4048 -0.8266 -0.2 0.1 0.2 0.6037
H -2.7004 -2.3753 -4.0540 0.4 -0.2 -0.7 0.3350
H 3.4766 1.4734 -5.1081 -0.3 0.2 -0.1 0.3257
C 0.7580 0.1772 5.2261 1.0 0.0 1.8 -0.7280
H 3.5502 1.6562 -3.3518 0.3 0.0 -0.1 0.3158
```
Forces are in eV/Å.



Molecular formula: C2H8AgClN2O2
Method: DFT, ωB97M-V/def2-TZVPD

Results
ΔE to the lowest compared entry with this formula, charge and spin, eV: 0.1042
E_HOMO (alpha / beta), eV: -12.78 / -12.78
M, g/mol: 235.42
E, Eh: -947.8084
Spin multiplicity: 2
HOMO-LUMO gap (alpha / beta), eV: 7.874 / 4.033
Total charge: +1
Lowest unoccupied orbital energy (alpha / beta), Eh: -0.180 / -0.321

The geometry in XYZ format:
```
16
Properties=species:S:1:pos:R:3:forces:R:3:mulliken_charge:R:1
C -1.8584 0.7570 1.7345 0.9 0.3 -0.7 -0.4458
H -2.0006 0.0345 2.5382 -0.3 0.1 -0.1 0.2491
H 1.5127 0.7225 -0.3800 -0.2 -0.1 -0.2 0.1389
H 0.5650 -0.7219 -1.2283 -0.8 -0.2 -0.8 -0.0522
Ag -1.3016 1.3127 -4.7446 0.3 -0.1 1.0 0.5858
O -2.1029 0.1552 0.4790 -0.6 -1.1 -0.2 -0.4459
Cl -0.4646 1.1227 -2.3323 0.0 -0.2 -0.6 -0.5607
H 0.6358 -2.4489 -0.7861 -0.2 0.2 -0.5 0.2604
N 1.9796 0.0744 0.2381 1.8 4.5 1.7 -0.2452
H 2.5739 0.5090 0.9294 0.1 -0.2 0.0 0.2327
N 1.0060 -1.5093 -0.7747 -2.6 -3.0 -2.5 -0.1942
H -2.4593 1.6600 1.8420 -0.1 -0.1 0.3 0.2526
O 2.4159 -1.9627 0.8344 3.0 -4.1 3.6 -0.1654
H -0.8069 1.0440 1.7479 0.2 0.3 0.4 0.1544
H -1.5139 0.4353 -0.2255 0.0 0.5 0.2 0.2864
C 1.8195 -1.1845 0.1277 -1.4 3.2 -1.6 0.9490
```
Forces are in eV/Å.



Molecular formula: C4H8OS2
Method: DFT, ωB97M-V/def2-TZVPD

Results
ΔE to the lowest compared entry with this formula, charge and spin, eV: 4.0889
E_HOMO, eV: -9.41
M, g/mol: 136.24
E, Eh: -1028.6728
HOMO-LUMO gap, eV: 6.533
Lowest unoccupied orbital energy, Eh: -0.106

The geometry in XYZ format:
```
15
Properties=species:S:1:pos:R:3:forces:R:3:mulliken_charge:R:1
H 3.1022 0.0902 -0.4036 0.6 0.0 1.6 0.3618
H -0.4866 1.4764 -0.3797 -0.6 -0.3 0.2 0.3107
H -1.7805 1.3557 1.1551 -0.1 0.6 0.2 0.2716
H 1.1175 1.6585 0.0595 0.6 0.4 -0.4 0.5070
H -3.0207 1.3489 -0.1690 -0.2 0.1 0.7 0.2822
C 0.8470 -0.0625 -1.1810 2.7 1.1 -1.7 -0.2138
S -2.0837 -0.8349 0.3120 1.6 1.7 1.9 -0.0708
S 0.4238 0.1818 1.5437 -2.9 -1.4 -1.3 -0.0413
C 2.4612 -0.3089 -1.1509 -2.6 1.2 -3.6 -0.0205
H -3.4025 0.7458 1.5523 -0.9 0.4 0.5 0.3156
C -2.6912 0.9202 0.7891 0.9 -2.1 -1.8 -0.7086
O 2.9295 -0.5581 -2.2458 0.3 -0.6 1.3 -0.4739
H 0.7930 0.4357 -2.2561 -0.3 -1.1 2.2 0.2547
H 0.4197 -1.0489 -1.2180 -0.7 -0.1 0.2 0.2663
C 0.3716 0.8838 -0.0972 1.4 0.1 -0.1 -1.0409
```
Forces are in eV/Å.